{"formula": "C26H26Cl2CrN3O2", "method": "ωB97M-V/def2-TZVPD", "s2": 3.81, "orbital_gap_ev": [6.4644, 6.0335], "e_above_lowest_kcal_mol": 18.7, "charge": 2, "lumo_energy_ev": [-6.485, -7.417], "spin_multiplicity": 4, "symbols": ["Cr", "C", "C", "C", "C", "C", "C", "C", "C", "C", "H", "H", "H", "H", "H", "H", "H", "H", "H", "H", "H", "H", "Cl", "C", "Cl", "H", "H", "C", "O", "C", "C", "C", "C", "C", "C", "N", "N", "C", "C", "C", "C", "O", "C", "N", "C", "C", "C", "C", "H", "H", "H", "H", "H", "H", "H", "H", "H", "H", "H", "H"], "xyz": [[-0.19670, 0.27097, 0.38844], [-2.35260, -1.37263, 2.80846], [-1.21195, -0.45124, 2.48554], [0.09392, -0.96101, 2.32501], [1.19540, -0.10458, 2.21173], [2.59314, -0.64834, 2.17112], [0.96436, 1.28260, 2.12819], [-0.32594, 1.81657, 2.19889], [-0.55091, 3.30109, 2.16828], [-1.40498, 0.92673, 2.38152], [-2.42735, -1.46430, 3.89403], [-2.19454, -2.37313, 2.40772], [-3.30494, -0.98417, 2.44852], [0.26308, -2.02643, 2.41584], [3.02764, -0.57522, 3.17038], [3.21963, -0.07704, 1.48826], [2.60758, -1.69490, 1.87238], [1.80943, 1.95437, 2.03950], [-0.48098, 3.69654, 3.18386], [-1.54177, 3.54414, 1.78672], [0.19890, 3.80712, 1.56263], [-2.40178, 1.33555, 2.49723], [-0.81191, 1.97456, -1.33772], [-2.58123, 2.11066, -1.64626], [-3.55295, 1.25312, -0.45519], [-2.75830, 1.68983, -2.62647], [-2.81665, 3.16562, -1.60239], [1.37804, -9.31529, -0.65016], [0.54918, -9.15083, -1.81175], [0.60022, -8.01458, -2.49102], [1.42822, -6.92761, -2.14385], [1.40981, -5.79281, -2.92086], [0.58271, -5.73679, -4.05060], [-0.19780, -6.84424, -4.42265], [-0.21073, -7.96166, -3.63704], [0.55773, -4.66699, -4.93687], [1.00848, -3.56040, -4.73415], [1.07160, -2.71204, -3.67294], [2.17272, -1.83622, -3.64052], [2.34121, -0.89828, -2.64847], [1.34652, -0.74193, -1.67813], [1.40748, 0.11788, -0.72414], [0.15510, -1.56536, -1.76238], [-0.79684, -1.26630, -0.83471], [-1.92366, -1.95757, -0.84472], [-2.18081, -2.95050, -1.79882], [-1.23661, -3.24336, -2.74725], [-0.00986, -2.55228, -2.73046], [1.12204, -10.28685, -0.24641], [1.16440, -8.54117, 0.08596], [2.43057, -9.29763, -0.93113], [2.10404, -6.99499, -1.30536], [2.07779, -4.97137, -2.69208], [-0.77591, -6.79527, -5.33679], [-0.80171, -8.83057, -3.89336], [2.91246, -1.93691, -4.42551], [3.21392, -0.25994, -2.62260], [-2.66936, -1.69462, -0.10340], [-3.13448, -3.46037, -1.78696], [-1.45051, -3.97614, -3.51407]]}


{"formula": "C24H42NP3SeYb", "method": "ωB97M-V/def2-TZVPD", "s2": 0.75, "orbital_gap_ev": [6.5400, 4.3175], "e_above_lowest_kcal_mol": 37.0, "charge": 3, "lumo_energy_ev": [-9.469, -11.692], "spin_multiplicity": 2, "symbols": ["Yb", "P", "P", "P", "H", "C", "C", "H", "C", "C", "C", "C", "C", "C", "C", "C", "C", "H", "H", "H", "H", "H", "H", "H", "H", "H", "H", "H", "H", "H", "H", "H", "H", "H", "H", "H", "H", "H", "H", "H", "H", "H", "H", "H", "H", "H", "C", "C", "C", "C", "C", "C", "Se", "H", "H", "H", "H", "H", "H", "N", "C", "C", "C", "C", "C", "C", "C", "H", "H", "H", "H", "H"], "xyz": [[-0.53230, -2.33591, -0.10128], [0.05692, 1.52896, 1.52889], [-2.53398, 0.34301, 0.12678], [2.32597, -0.52060, -0.09470], [-1.55358, -3.48929, -4.96157], [-0.73486, -4.02851, -4.47901], [-0.64028, -3.98970, -3.12848], [-1.36821, -3.54904, -2.45453], [0.31259, 3.16455, 0.65040], [-1.10044, 2.22019, 2.77668], [1.50673, 1.75790, 2.63043], [-3.11346, -0.82704, -1.17172], [-4.03405, 0.28697, 1.22074], [-2.99119, 1.98544, -0.64749], [2.99903, -1.62491, -1.39173], [3.64316, -0.88320, 1.12641], [3.16028, 1.06362, -0.72352], [-0.07055, -4.59154, -5.15316], [0.17603, -4.58679, -2.70296], [0.44720, 3.86842, 1.49961], [-0.55122, 3.45927, 0.02186], [1.21764, 3.12341, 0.01579], [-0.70289, 3.21821, 3.02614], [-1.13011, 1.59287, 3.67848], [-2.11582, 2.31170, 2.37473], [1.34482, 2.74491, 3.09385], [2.47604, 1.74697, 2.11944], [1.49494, 0.98095, 3.40229], [-4.19094, -0.62523, -1.23679], [-3.00281, -1.91464, -0.95494], [-2.64176, -0.59077, -2.13567], [-4.84516, 0.80463, 0.69411], [-3.82694, 0.78674, 2.17414], [-4.33455, -0.74591, 1.41986], [-4.06578, 2.03863, -0.88509], [-2.42816, 2.19390, -1.56853], [-2.77754, 2.78885, 0.07278], [4.09252, -1.47295, -1.37451], [2.58830, -1.41505, -2.38767], [2.78449, -2.67011, -1.13957], [4.60132, -1.02025, 0.61780], [3.38184, -1.80150, 1.65160], [3.72769, -0.06754, 1.84568], [4.16079, 0.78644, -1.12375], [3.29411, 1.83233, 0.06929], [2.55088, 1.48889, -1.54319], [0.07222, 0.73608, -4.42443], [-0.41852, -0.48429, -4.85592], [-0.25713, -0.90714, -6.18793], [0.46034, -0.12632, -7.08608], [0.95760, 1.12109, -6.65808], [0.71780, 1.58851, -5.35357], [-0.25399, 0.84912, -2.47626], [0.92862, -0.11270, -2.38302], [-0.87953, -1.16057, -4.14373], [-0.65564, -1.86667, -6.49635], [0.66524, -0.42584, -8.09662], [1.53263, 1.74469, -7.31370], [0.96611, 2.58250, -4.96073], [-0.41148, -1.67529, 2.10453], [-0.25816, -1.43581, 3.25853], [-0.13324, -1.12910, 4.67937], [-1.27484, -0.78496, 5.42596], [-1.19722, -0.23343, 6.71036], [0.05413, -0.05017, 7.30207], [1.21885, -0.47481, 6.64053], [1.11310, -1.02050, 5.34913], [-2.26246, -0.90797, 4.97964], [-2.09429, 0.08277, 7.23728], [0.13689, 0.42166, 8.29415], [2.19052, -0.35160, 7.12151], [2.02569, -1.34651, 4.85543]]}


{"formula": "CH2I2O", "method": "ωB97M-V/def2-TZVPD", "orbital_gap_ev": 8.9376, "e_above_lowest_kcal_mol": 25.2, "lumo_energy_ev": -0.790, "smiles": "O=CI.I", "symbols": ["O", "C", "I", "H", "I", "H"], "xyz": [[-0.24163, -0.27675, -0.61265], [-0.09201, 0.02904, 0.56768], [1.44237, -1.35488, 1.63854], [-0.55997, 0.69531, 1.31347], [-2.70181, -2.62946, -0.02321], [-2.80103, -0.82807, 0.46714]]}


{"formula": "C23H40ClN5OW", "method": "ωB97M-V/def2-TZVPD", "s2": 2.03, "orbital_gap_ev": [1.3978, 3.2289], "e_above_lowest_kcal_mol": 0.0, "charge": -2, "lumo_energy_ev": [4.412, 4.354], "spin_multiplicity": 3, "symbols": ["W", "Cl", "C", "C", "N", "H", "N", "H", "C", "C", "C", "H", "H", "H", "H", "H", "H", "C", "H", "H", "H", "C", "C", "H", "H", "C", "H", "C", "H", "H", "H", "H", "H", "C", "H", "C", "N", "H", "N", "H", "C", "C", "C", "H", "H", "H", "H", "H", "H", "C", "H", "H", "H", "C", "C", "H", "H", "C", "H", "C", "H", "H", "H", "H", "H", "C", "H", "C", "O", "C", "N"], "xyz": [[-0.68845, 0.50989, 0.32639], [-0.78279, -0.18292, -1.95238], [-0.64641, 4.56056, 0.79645], [-0.91544, 2.48828, 0.06918], [-0.06892, 3.50605, 0.11469], [-2.69092, 4.52290, 1.84638], [-1.97285, 2.76818, 0.89205], [-0.17261, 5.53181, 0.78553], [1.32791, 3.44470, -0.48670], [1.66238, 4.86895, -0.88387], [2.32880, 2.89748, 0.54041], [1.73272, 5.49442, 0.01084], [2.62522, 4.88630, -1.40758], [0.88220, 5.24714, -1.55473], [2.29280, 2.70494, -2.27312], [0.52472, 2.76894, -2.40796], [2.01331, 1.93677, 0.98607], [1.34902, 2.53786, -1.72363], [2.44532, 3.61992, 1.35611], [3.32258, 2.73588, 0.08176], [1.32802, 1.44979, -1.53615], [-1.86982, 4.08165, 1.30543], [-2.45541, 1.07401, 2.67597], [-2.38256, 1.87118, 3.43091], [-3.18071, 0.31075, 3.03827], [-2.94355, 1.71651, 1.38073], [-3.85093, -0.05791, 0.59610], [-4.27781, 2.41582, 1.55018], [-4.57416, 2.87636, 0.59930], [-1.45529, 0.57533, 2.61471], [-2.29904, -0.38776, 0.43175], [-4.19879, 3.18292, 2.33277], [-5.05204, 1.69967, 1.85124], [-2.99600, 0.58556, 0.35462], [-3.18888, 0.90210, -0.67019], [1.76949, -4.10702, -1.52258], [1.87627, -2.74851, -1.15156], [0.05703, -5.52314, -1.03833], [-0.06025, -3.47025, -0.37483], [2.59131, -4.59732, -2.03606], [2.90076, -1.72997, -1.51242], [4.18264, -2.49923, -1.68912], [2.53612, -1.01902, -2.81721], [4.08057, -3.19148, -2.53297], [5.00140, -1.79975, -1.89822], [4.40412, -3.04040, -0.75982], [3.94949, -0.04589, -0.63425], [3.25413, -1.13644, 0.56319], [1.56008, -0.52075, -2.74794], [3.07604, -0.68888, -0.42099], [2.52703, -1.73583, -3.64816], [3.29435, -0.25870, -3.07054], [2.20136, -0.03234, -0.33622], [0.54278, -4.55916, -1.03450], [-2.46515, -2.83821, -0.78591], [-2.61396, -3.56499, -1.59345], [-3.44866, -2.67844, -0.31060], [-1.43695, -3.34447, 0.22620], [-2.42372, -2.27770, 1.85398], [-1.83391, -4.74144, 0.64528], [-1.09722, -5.16113, 1.34142], [-2.15531, -1.88484, -1.23064], [-1.05571, -1.33847, 1.17758], [-1.92916, -5.38333, -0.24104], [-2.80740, -4.72308, 1.14845], [-1.42018, -2.39667, 1.41299], [-0.75475, -2.75741, 2.20290], [0.82476, -2.48593, -0.40692], [1.74363, -0.39125, 3.80107], [1.28029, -0.29749, 2.70047], [0.67704, -0.17507, 1.64919]]}


{"formula": "C38H59BN8ScSi", "method": "ωB97M-V/def2-TZVPD", "orbital_gap_ev": 7.6949, "charge": 1, "lumo_energy_ev": -2.511, "symbols": ["Sc", "C", "C", "C", "C", "N", "N", "B", "N", "N", "C", "C", "C", "C", "C", "C", "C", "C", "N", "N", "C", "C", "C", "C", "C", "C", "C", "C", "C", "C", "C", "C", "H", "H", "H", "H", "H", "H", "H", "H", "H", "H", "H", "H", "H", "H", "H", "H", "H", "H", "H", "H", "H", "H", "H", "H", "H", "H", "H", "H", "H", "H", "H", "H", "H", "H", "H", "H", "H", "H", "H", "H", "N", "C", "C", "N", "H", "H", "H", "H", "H", "H", "H", "H", "C", "C", "C", "C", "C", "C", "Si", "C", "C", "C", "C", "C", "C", "H", "H", "H", "H", "H", "H", "H", "H", "H", "H", "H"], "xyz": [[-0.52016, 0.24219, -0.28622], [4.19256, 0.66397, 1.78634], [3.41708, 0.50488, 0.52565], [3.81225, -0.05198, -0.66943], [2.70509, 0.03265, -1.52116], [1.69047, 0.62204, -0.87713], [2.14346, 0.92851, 0.38297], [1.47705, 1.99082, 1.29782], [0.58401, 1.29708, 2.35968], [-0.39920, 0.40552, 2.02704], [-0.90295, -0.06945, 3.17689], [-0.25472, 0.53799, 4.24920], [0.68678, 1.39121, 3.69475], [1.64946, 2.28224, 4.40448], [-1.98720, -1.11894, 3.24718], [-2.33998, -1.42147, 4.70500], [-3.24197, -0.61797, 2.52420], [-1.49334, -2.40198, 2.56758], [0.64361, 2.97843, 0.44304], [-0.15026, 2.59823, -0.59885], [-0.55909, 3.71405, -1.20846], [-0.03711, 4.82668, -0.53937], [0.71841, 4.32448, 0.49956], [1.48153, 5.09937, 1.51855], [-1.38855, 3.77325, -2.47686], [-2.80222, 4.30265, -2.17267], [-0.70856, 4.75198, -3.44749], [-1.47709, 2.40087, -3.14924], [2.69655, -0.30635, -2.99099], [1.35777, 0.07686, -3.61871], [2.99183, -1.79552, -3.22523], [3.80643, 0.53192, -3.64895], [5.05412, 0.00098, 1.76821], [3.57580, 0.42136, 2.65249], [4.54772, 1.69069, 1.89712], [4.77434, -0.48347, -0.88905], [2.33075, 2.59770, 1.85553], [-0.42400, 0.36807, 5.29707], [1.51084, 2.18895, 5.47862], [1.49587, 3.32243, 4.12165], [2.68090, 2.02339, 4.16540], [-2.66078, -0.52110, 5.23119], [-1.48876, -1.85230, 5.23380], [-3.15797, -2.14124, 4.74098], [-3.61219, 0.30184, 2.98401], [-4.03180, -1.36876, 2.57959], [-3.01148, -0.43056, 1.47479], [-0.58055, -2.76542, 3.04267], [-1.28102, -2.22224, 1.51052], [-2.25002, -3.18516, 2.63449], [-0.17642, 5.86574, -0.78384], [1.43433, 6.15671, 1.26985], [2.52611, 4.79227, 1.55357], [1.05587, 4.96705, 2.51398], [-2.76228, 5.15347, -1.49173], [-3.44185, 3.53404, -1.73418], [-3.28460, 4.62966, -3.09512], [-0.79376, 5.77878, -3.09265], [-1.18501, 4.69087, -4.42738], [0.34887, 4.51198, -3.56336], [-1.68062, 1.61089, -2.41970], [-0.54378, 2.15951, -3.65190], [-2.26961, 2.40095, -3.89912], [0.52690, -0.40731, -3.09508], [1.32880, -0.23283, -4.66377], [1.22744, 1.15789, -3.56788], [2.10013, -2.39859, -3.06773], [3.76711, -2.15465, -2.54728], [3.33447, -1.94396, -4.25057], [3.67757, 1.59285, -3.42707], [3.77719, 0.39650, -4.73120], [4.78893, 0.22110, -3.29313], [-2.77870, 1.65977, 0.14762], [-4.08308, 1.21087, -0.36464], [-3.89309, 0.34788, -1.60171], [-2.88223, -0.68214, -1.30810], [-2.87402, 1.89717, 1.12977], [-2.51536, 2.52260, -0.31325], [-4.74784, 2.04464, -0.60246], [-4.57393, 0.61388, 0.40547], [-3.53631, 0.94665, -2.43917], [-4.85835, -0.07754, -1.88712], [-2.73497, -1.26230, -2.12821], [-3.25975, -1.31592, -0.60646], [-2.91501, -6.11282, -0.33011], [-3.05532, -5.26238, -1.41806], [-2.22352, -4.15967, -1.54106], [-1.23296, -3.87880, -0.59646], [-1.10808, -4.75003, 0.48597], [-1.93685, -5.85507, 0.61970], [-0.04250, -2.40527, -0.87465], [1.56107, -2.96996, -0.01509], [1.95085, -2.43304, 1.21268], [3.08231, -2.89036, 1.87533], [3.85451, -3.89330, 1.30948], [3.48159, -4.44555, 0.09058], [2.34471, -3.98945, -0.55844], [-3.55422, -6.98058, -0.23111], [-3.80199, -5.46896, -2.17465], [-2.32605, -3.51774, -2.41307], [-0.33709, -4.57275, 1.22881], [-1.81527, -6.52311, 1.46339], [0.21195, -2.67178, -2.33566], [1.34792, -1.65251, 1.67058], [3.35914, -2.46827, 2.83433], [4.73880, -4.25070, 1.82200], [4.07510, -5.24042, -0.34355], [2.05899, -4.43533, -1.50555]]}